C11H22N2O3 | wB97M-V/def2-TZVPD

The LUMO energy comes out at 0.4 eV. The value obtained for the energy above the lowest of the compared OMol25 structures with the same formula, charge and spin is 0.0 kcal per mole. The value obtained for the frontier orbital gap is 9.8235 eV. The total energy is -20888.55173 eV. The charge is 0. The value obtained for the HOMO energy is -9.407 eV. The SMILES is CCCCCNC(=O)N[C@H](C(=O)O)C(C)C.

Last column: natural (NBO) charge in e.
Element x y z (Å)
C: 3.680 3.377 0.098  -0.61
C: 4.341 2.168 0.750  -0.39
C: 3.441 0.932 0.771  -0.40
C: 2.213 1.104 1.665  -0.41
C: 1.441 -0.202 1.865  -0.22
N: 0.856 -0.704 0.639  -0.62
C: -0.417 -0.391 0.287  0.80
O: -1.200 0.138 1.073  -0.70
N: -0.758 -0.717 -0.991  -0.62
C: -2.133 -0.806 -1.479  -0.15
C: -2.779 0.590 -1.639  0.79
O: -3.231 0.939 -2.696  -0.59
O: -2.825 1.339 -0.559  -0.69
C: -3.022 -1.712 -0.599  -0.23
C: -4.422 -1.801 -1.200  -0.61
C: -2.404 -3.104 -0.476  -0.61
H: 3.348 3.134 -0.909  0.20
H: 4.386 4.202 0.035  0.21
H: 2.821 3.711 0.673  0.20
H: 5.253 1.924 0.200  0.20
H: 4.630 2.420 1.773  0.19
H: 4.026 0.082 1.135  0.20
H: 3.128 0.710 -0.252  0.19
H: 2.530 1.462 2.646  0.21
H: 1.537 1.844 1.237  0.21
H: 2.099 -0.976 2.271  0.19
H: 0.612 -0.037 2.556  0.24
H: 1.499 -1.007 -0.075  0.39
H: -0.073 -1.206 -1.542  0.40
H: -2.081 -1.233 -2.485  0.23
H: -2.322 0.930 0.207  0.51
H: -3.090 -1.271 0.400  0.22
H: -4.381 -2.227 -2.200  0.20
H: -5.054 -2.433 -0.581  0.21
H: -4.881 -0.819 -1.269  0.22
H: -1.431 -3.059 0.009  0.21
H: -3.048 -3.743 0.122  0.22
H: -2.287 -3.559 -1.458  0.20

---

C14H18CeN2O2 | wB97M-V/def2-TZVPD

The LUMO energy (alpha / beta) comes out at -11.3 / -11.4 eV. The value obtained for the energy above the lowest of the compared OMol25 structures with the same formula, charge and spin is 153.6 kcal per mole. The value obtained for the frontier orbital gap (alpha / beta) is 4.1934 / 4.1885 eV. The total energy is -34791.98072 eV. The charge is +2. The value obtained for the HOMO energy (alpha / beta) is -15.543 / -15.542 eV.

Last column: Löwdin charge in e.
Element x y z (Å)
C: -1.777 2.394 1.601  0.01
C: 1.787 2.632 -0.147  -0.07
H: -2.688 2.222 0.996  0.05
H: -1.157 3.269 1.209  0.07
H: -2.078 2.403 2.660  0.09
H: 2.124 2.254 -1.124  0.07
H: 0.941 3.416 -0.258  0.08
H: 2.603 3.017 0.499  0.09
C: -2.774 0.296 -0.411  -0.10
C: -3.728 -0.363 -1.179  0.01
C: -3.269 -1.310 -2.090  0.01
C: -1.900 -1.528 -2.179  0.04
H: -3.135 0.933 0.377  0.08
H: -4.774 -0.124 -1.016  0.13
H: -3.969 -1.867 -2.702  0.14
H: -1.516 -2.325 -2.815  0.12
N: -1.442 0.210 -0.570  0.03
C: -0.985 -0.753 -1.432  -0.16
C: 0.465 -1.039 -1.471  -0.16
N: 1.290 -0.245 -0.735  0.00
C: 2.593 -0.583 -0.648  -0.08
C: 2.327 -2.481 -2.097  0.01
C: 3.169 -1.629 -1.384  0.01
H: 3.176 0.002 0.066  0.12
H: 4.249 -1.766 -1.359  0.13
C: 0.966 -2.182 -2.144  0.04
H: 0.273 -2.840 -2.662  0.12
H: 2.699 -3.372 -2.598  0.14
Ce: 0.259 1.375 1.038  1.25
C: 2.197 0.886 2.564  0.04
H: 3.258 0.883 2.344  0.07
H: 1.862 -0.102 2.832  0.04
H: 1.935 1.577 3.352  0.06
O: -0.984 0.345 3.275  -0.08
C: -0.769 -0.837 2.880  -0.43
O: -0.120 -1.077 1.813  -0.12
H: -1.106 -1.693 3.514  0.17

---

C5H8O2 | wB97M-V/def2-TZVPD

The LUMO energy comes out at 0.9 eV. The value obtained for the energy above the lowest of the compared OMol25 structures with the same formula, charge and spin is 68.1 kcal per mole. The value obtained for the frontier orbital gap is 10.5870 eV. The total energy is -9406.87775 eV. The charge is 0. The value obtained for the HOMO energy is -9.734 eV. The SMILES is CC1=C[C@]1(O)CO.

Last column: natural (NBO) charge in e.
Element x y z (Å)
C: 0.330 0.943 2.028  -0.66
C: 0.075 0.619 0.618  0.08
C: -0.213 1.091 -0.564  -0.30
C: 0.534 -0.208 -0.497  0.19
O: 1.926 -0.228 -0.672  -0.71
C: -0.204 -1.505 -0.801  -0.09
O: -1.568 -1.287 -0.557  -0.71
H: -0.450 1.595 2.425  0.23
H: 1.278 1.489 2.028  0.24
H: 0.440 0.059 2.659  0.23
H: -0.459 2.011 -1.071  0.23
H: 2.153 -0.797 -1.416  0.47
H: -0.052 -1.842 -1.841  0.15
H: 0.179 -2.293 -0.138  0.18
H: -1.679 -0.344 -0.781  0.47

---

C5H14O2 | wB97M-V/def2-TZVPD

The LUMO energy comes out at 0.7 eV. The value obtained for the energy above the lowest of the compared OMol25 structures with the same formula, charge and spin is 8.9 kcal per mole. The value obtained for the frontier orbital gap is 10.8265 eV. The total energy is -9506.61435 eV. The charge is 0. The value obtained for the HOMO energy is -10.129 eV. The SMILES is CC(C)CCO.O.

Last column: natural (NBO) charge in e.
Element x y z (Å)
C: -0.918 1.437 0.640  -0.61
C: 0.396 0.782 0.187  -0.21
C: 0.459 0.665 -1.338  -0.62
C: 0.585 -0.573 0.900  -0.43
C: 1.752 -1.371 0.298  -0.06
O: 2.908 -0.608 0.029  -0.72
H: -1.109 1.263 1.695  0.20
H: -0.889 2.513 0.482  0.21
H: -1.710 1.014 0.010  0.22
H: 1.211 1.463 0.420  0.19
H: -0.107 -0.190 -1.719  0.19
H: 1.491 0.663 -1.691  0.23
H: 0.033 1.535 -1.853  0.21
H: 0.930 -0.328 1.909  0.20
H: -0.351 -1.107 0.796  0.21
H: 2.062 -2.215 0.933  0.16
H: 1.404 -1.855 -0.615  0.17
H: 3.115 -0.099 0.821  0.46
O: -3.716 -0.624 -0.761  -0.93
H: -3.245 -1.406 -1.068  0.47
H: -4.302 -0.960 -0.075  0.47

---

C2H4I2O | wB97M-V/def2-TZVPD

The LUMO energy comes out at 0.4 eV. The value obtained for the energy above the lowest of the compared OMol25 structures with the same formula, charge and spin is 7.0 kcal per mole. The value obtained for the frontier orbital gap is 10.2763 eV. The total energy is -20386.88886 eV. The charge is 0. The value obtained for the HOMO energy is -9.903 eV. The SMILES is CC(=O)I.I.

Last column: natural (NBO) charge in e.
Element x y z (Å)
C: 1.544 0.576 -0.068  -0.72
C: 0.748 -0.563 -0.693  0.52
O: 0.280 -0.566 -1.773  -0.49
I: 0.455 -2.061 0.859  -0.04
H: 0.746 1.308 -0.222  0.25
H: 1.724 0.196 0.864  0.23
H: 2.401 0.814 -0.647  0.25
I: -4.403 0.570 1.319  -0.10
H: -3.494 -0.275 0.361  0.10

---

C20H19IrN3O3 | wB97M-V/def2-TZVPD

The spin multiplicity is 2. The LUMO energy (alpha / beta) comes out at -7.4 / -9.2 eV. The value obtained for the energy above the lowest of the compared OMol25 structures with the same formula, charge and spin is 14.6 kcal per mole. The value obtained for the frontier orbital gap (alpha / beta) is 6.8232 / 5.4888 eV. The total energy is -34483.81725 eV. The charge is +2. The value obtained for the HOMO energy (alpha / beta) is -14.225 / -14.658 eV.

Last column: natural (NBO) charge in e.
Element x y z (Å)
Ir: -1.063 1.046 0.378  1.07
C: -3.869 0.077 1.805  -0.24
O: -2.731 -0.166 0.940  -0.50
C: -2.696 -1.322 0.187  0.30
C: -3.780 -2.161 0.042  -0.27
C: -3.630 -3.316 -0.715  -0.10
C: -2.413 -3.632 -1.318  -0.20
C: -1.335 -2.790 -1.180  -0.16
C: -1.461 -1.617 -0.422  0.10
N: -0.410 -0.695 -0.266  -0.20
N: 0.741 -1.108 -0.691  -0.17
C: 1.773 -0.284 -0.827  0.14
C: 1.708 1.187 -0.657  0.48
O: 0.658 1.809 -0.334  -0.55
C: 2.881 1.967 -0.881  -0.33
C: 4.030 1.364 -1.253  0.00
C: 4.143 -0.060 -1.453  -0.12
C: 5.348 -0.616 -1.858  -0.12
C: 5.452 -1.990 -2.050  -0.13
C: 4.353 -2.810 -1.829  -0.18
C: 3.144 -2.270 -1.427  -0.13
C: 3.019 -0.886 -1.237  0.00
H: -4.739 0.334 1.204  0.22
H: -3.590 0.904 2.444  0.22
H: -4.043 -0.816 2.400  0.22
H: -4.730 -1.931 0.500  0.25
H: -4.479 -3.973 -0.843  0.25
H: -2.320 -4.536 -1.902  0.25
H: -0.394 -3.011 -1.659  0.25
H: 2.802 3.035 -0.743  0.26
H: 4.921 1.961 -1.409  0.24
H: 6.206 0.023 -2.024  0.24
H: 6.392 -2.417 -2.371  0.25
H: 4.439 -3.878 -1.972  0.25
H: 2.296 -2.916 -1.253  0.23
N: -3.082 4.286 2.021  -0.72
C: -2.192 3.394 1.655  0.71
O: -2.494 2.486 0.821  -0.66
C: -0.794 3.337 2.154  -0.55
C: -0.352 1.869 2.127  -0.41
H: -3.996 4.293 1.590  0.44
H: -2.854 5.017 2.675  0.43
H: -0.630 3.810 3.122  0.26
H: -0.208 3.896 1.414  0.27
H: -0.754 1.271 2.944  0.22
H: 0.734 1.836 2.150  0.22